ORCA calculation (ωB97M-V/def2-TZVPD) on a single C5H9NO2S molecule.

Structure (XYZ):
```
18
Properties=species:S:1:pos:R:3:forces:R:3:mulliken_charge:R:1
C 0.1481 0.9078 -2.5708 0.84 -3.24 1.90 -0.98
S -0.7710 0.9571 -1.0447 -1.33 -2.49 -1.67 1.12
O -0.8173 2.2803 -0.5064 0.22 0.01 0.20 -0.62
O -1.9863 0.2097 -1.3341 0.42 1.01 0.27 -0.66
N 0.1503 -0.1562 -0.1682 1.45 2.97 1.78 -0.04
C 0.9128 0.6259 0.8282 -0.31 -3.08 1.35 -0.47
C 1.0101 -0.0253 1.9985 -1.05 -1.08 -0.48 -0.33
C 0.2000 -1.3224 1.9818 -1.10 2.92 -3.06 -0.53
C -0.5093 -1.2175 0.6166 -3.64 3.48 0.76 -0.70
H 1.0666 1.4347 -2.4951 1.19 -0.06 0.43 0.34
H 0.2129 -0.2266 -2.8086 0.20 2.18 0.30 0.28
H -0.3519 1.4102 -3.2883 -2.22 1.45 -2.33 0.44
H 1.2906 1.5519 0.5562 0.75 1.43 -0.43 0.44
H 1.4712 0.1246 2.9487 0.66 1.12 0.02 0.39
H 0.6976 -2.2039 1.9916 2.24 -2.53 0.17 0.31
H -0.5679 -1.4238 2.6673 -1.23 0.29 2.01 0.34
H -0.4668 -2.0094 0.0096 0.17 -3.54 -1.81 0.38
H -1.6897 -0.9171 0.6176 2.75 -0.85 0.60 0.27
```
Positions in Å, forces in eV/Å.

Computed properties:
ΔE to the lowest compared entry with this formula, charge and spin in kcal per mole: 69.2
E_HOMO in eV: -8.88
SMILES: CS(=O)(=O)N1C=CCC1
LUMO in eV: 0.79
Total charge: 0
Spin multiplicity: 1
Frontier orbital gap in eV: 9.7

---

ORCA calculation (ωB97M-V/def2-TZVPD) on a molecular structure, C35H55N2O4PSe2Ti.

Structure (XYZ):
```
100
Properties=species:S:1:pos:R:3:forces:R:3:lowdin_spin:R:1
Ti -1.0669 0.0999 0.1449 -0.96 0.24 -0.49 1.05
O -2.8712 -2.4871 6.2952 -0.31 -0.11 0.25 0.00
C -2.0995 -1.3026 6.2617 0.92 0.14 -0.13 0.00
C -1.8829 -0.8861 4.8158 -0.66 -1.21 -0.57 0.02
C -1.4261 0.4210 4.4905 -0.05 0.25 -1.66 -0.02
C -1.3425 0.8132 3.1550 0.31 -0.57 2.72 0.03
N -1.5206 -0.0797 2.1796 0.28 -0.29 -1.57 0.02
C -2.0325 -1.3289 2.4747 -0.61 -0.83 -0.45 0.01
C -2.2576 -1.7538 3.7861 0.07 1.35 2.76 -0.01
C -2.3850 -2.1614 1.4038 0.08 0.08 0.51 0.01
C -3.2007 -3.3197 1.5765 -0.07 0.65 0.29 0.00
C -3.6398 -3.9815 0.4860 1.12 0.03 -0.08 0.01
C -4.4050 -5.2287 0.6892 -0.47 -1.08 -0.43 0.00
O -4.8544 -5.2820 2.0724 -0.18 -0.58 -1.26 0.00
C -3.2047 -3.5180 -0.8296 -1.18 -1.21 0.26 -0.01
C -2.5311 -2.3710 -0.9372 0.76 0.61 -0.09 0.01
N -2.0171 -1.6989 0.1591 -0.23 0.94 -0.37 0.00
H -3.1311 -2.7375 7.1933 0.29 0.36 -0.28 0.00
H -1.1181 -1.4674 6.7648 -0.37 0.03 -0.34 0.00
H -2.5485 -0.4574 6.7805 -0.42 -0.01 0.20 0.00
H -1.1734 1.1480 5.2231 0.02 0.40 0.70 0.00
H -1.0799 1.8440 2.9229 0.04 -0.25 -0.28 0.01
H -2.8182 -2.6535 4.1012 0.81 0.56 -0.63 0.00
H -3.5757 -3.5834 2.5837 0.50 0.09 -1.00 0.00
H -3.7340 -6.1131 0.4477 -0.73 0.74 0.36 0.00
H -5.2429 -5.2507 -0.0622 0.35 -0.16 0.86 0.00
H -5.4225 -6.0624 2.1663 0.27 0.33 -0.07 0.00
H -3.4882 -4.0839 -1.7273 -0.05 0.42 0.37 0.00
H -2.3495 -1.8846 -1.8965 0.18 -0.31 0.15 0.00
O -5.2813 4.4145 -3.6658 -0.31 -0.04 -0.03 0.00
C -4.6477 3.1448 -3.7888 -0.12 -0.02 0.45 0.00
C -3.3583 3.0711 -2.8759 -0.52 0.62 -0.69 0.01
C -2.5488 4.3252 -3.3162 0.19 -0.96 -0.26 0.00
O -1.2867 4.5196 -2.6872 -0.45 -0.83 0.03 0.00
C -2.7613 1.7430 -3.2957 1.71 -0.35 -0.62 0.03
Se -1.1621 1.0166 -2.2135 -0.11 -0.09 -2.50 0.35
C -3.6970 3.0708 -1.4073 0.04 -0.11 1.03 0.02
Se -2.0058 2.5880 -0.2110 -1.89 1.28 0.75 0.40
H -6.0355 4.4492 -4.2757 0.37 -0.06 0.31 0.00
H -4.3528 3.0039 -4.8385 0.16 -0.14 0.20 0.00
H -5.3556 2.3381 -3.5199 0.33 0.18 0.04 0.00
H -3.1892 5.1914 -3.2043 0.18 0.26 0.37 0.00
H -2.4245 4.1868 -4.3956 0.25 0.14 -0.19 0.00
H -1.0048 3.6214 -2.4019 0.10 0.82 -0.12 0.00
H -2.2857 1.8757 -4.3028 -0.42 -0.28 0.82 0.00
H -3.4900 0.9362 -3.3661 -0.06 0.09 0.20 0.00
H -4.4034 2.2473 -1.1999 0.24 0.54 0.13 0.00
H -4.1086 4.0739 -1.0713 0.72 -1.34 -0.13 0.00
C 3.4329 -1.4404 3.5351 0.14 0.74 -0.40 0.00
C 2.9964 0.0549 3.5706 0.34 -1.08 -1.31 0.00
C 2.7350 0.6464 2.1491 -0.09 0.16 -0.29 0.00
C 2.5599 -0.4108 1.0164 -0.34 0.50 0.43 0.01
C 1.7860 -1.6202 1.5738 -0.25 -0.03 -0.56 0.01
C 2.4710 -2.3500 2.7323 1.07 -0.54 0.31 0.00
P 1.5520 0.2858 -0.4694 0.77 0.15 0.43 0.02
C 2.2200 -0.6808 -1.9222 -1.24 -1.09 -0.05 0.00
C 1.2306 -1.9093 -2.2070 -0.50 0.83 0.07 0.01
C 1.7923 -2.7181 -3.3654 0.72 -1.14 0.38 0.00
C 3.0831 -3.5061 -2.9111 -0.52 1.25 -0.78 0.00
C 3.7014 -2.7423 -1.7422 2.25 -0.63 -0.42 0.00
C 3.6891 -1.2287 -1.8763 -0.04 0.81 -0.17 0.00
C 2.0964 2.0303 -1.0466 0.35 -0.04 -0.26 0.00
C 1.6975 3.2319 -0.1554 -0.01 -0.50 -0.03 0.00
C 1.9980 4.5691 -0.8132 0.29 0.50 -1.32 0.00
C 3.2420 4.5201 -1.7545 -0.81 -0.40 -0.48 0.00
C 4.2013 3.4702 -1.2380 -0.04 0.63 0.09 0.00
C 3.6320 2.0748 -1.3401 -0.25 -0.13 0.43 0.00
H 3.5949 -1.7923 4.5594 -0.11 -0.09 -0.18 0.00
H 4.4203 -1.5198 3.0183 -0.55 0.30 0.45 0.00
H 3.7701 0.6386 4.0107 0.70 0.42 0.53 0.00
H 2.1313 0.1891 4.1885 -0.66 -0.11 0.30 0.00
H 3.5583 1.3344 1.8543 -0.57 -0.26 0.26 0.00
H 1.7939 1.2370 2.2452 0.57 -0.19 -0.37 0.00
H 3.5081 -0.8233 0.6529 0.05 0.52 0.14 0.00
H 1.6537 -2.3006 0.7085 -0.44 0.07 0.70 0.00
H 0.8178 -1.2635 1.9504 -0.06 -0.16 -0.37 0.00
H 3.1529 -3.1498 2.3795 -0.62 0.14 -0.20 0.00
H 1.7251 -2.8684 3.3594 0.18 0.45 -0.17 0.00
H 2.0745 0.0218 -2.7551 0.20 -0.20 0.07 0.00
H 0.1906 -1.5784 -2.4844 1.06 0.11 0.39 0.01
H 1.1053 -2.4950 -1.2709 0.08 0.10 -0.66 0.00
H 2.0086 -2.0454 -4.1871 0.27 0.29 -0.14 0.00
H 1.0935 -3.4364 -3.7887 -0.33 -0.01 0.19 0.00
H 3.7743 -3.5897 -3.7739 -0.22 0.04 0.51 0.00
H 2.8202 -4.5107 -2.5975 -0.06 -0.17 0.04 0.00
H 4.7765 -3.0871 -1.5988 -1.17 0.39 -0.10 0.00
H 3.1913 -3.0157 -0.8432 -0.33 -0.18 0.73 0.00
H 4.1984 -0.8870 -2.7947 -0.15 -0.36 0.17 0.00
H 4.3070 -0.7990 -1.0628 -0.52 -0.11 -0.41 0.00
H 1.5378 2.1870 -2.0166 0.45 -0.50 0.87 0.00
H 2.2595 3.2015 0.7694 -0.04 -0.28 0.41 0.00
H 0.6277 3.1931 0.0556 0.10 -0.09 0.26 0.00
H 2.1515 5.3617 -0.0803 0.11 -0.21 0.30 0.00
H 1.1479 4.9259 -1.3945 -0.19 -0.17 -0.09 0.00
H 3.6785 5.5033 -1.7961 0.37 0.38 0.05 0.00
H 2.9717 4.2868 -2.8105 -0.10 0.03 0.63 0.00
H 4.3843 3.7256 -0.2024 0.26 -0.05 0.46 0.00
H 5.1563 3.4863 -1.7428 0.36 0.16 -0.19 0.00
H 4.2206 1.4591 -0.6627 -0.24 -0.26 0.37 0.00
H 3.8997 1.6841 -2.3086 -0.38 -0.24 -0.61 0.00
```
Positions in Å, forces in eV/Å.

Computed properties:
E_HOMO (spin up / spin down) in eV: -4.83 / -4.46
LUMO (spin up / spin down) in eV: 0.32 / -0.87
Total charge: 0
Spin multiplicity: 3
Frontier orbital gap (spin up / spin down) in eV: 5.2 / 3.6

---

ORCA calculation (ωB97M-V/def2-TZVPD) on a molecular structure, C24H17Cl2N2O3Tl.

Structure (XYZ):
```
49
Properties=species:S:1:pos:R:3:forces:R:3:mulliken_charge:R:1
Tl -0.3287 1.6594 -0.8112 0.39 0.74 -0.56 0.50
Cl 3.8926 1.6771 5.7878 0.03 0.00 0.03 -0.31
C 3.2192 1.4344 4.1771 -0.06 -0.06 0.22 0.18
C 3.7099 2.1850 3.1038 -0.08 -0.04 -0.19 -0.51
C 3.1996 1.9762 1.8519 0.11 0.25 0.16 -0.49
C 2.1566 1.0215 1.5615 -0.01 -0.10 -0.10 -0.15
O 1.8317 0.8101 0.3681 -0.15 -0.29 0.32 -0.58
C 1.6113 0.3442 2.7273 0.17 0.07 -0.13 0.88
C 0.5165 -0.6009 2.7240 -0.07 -0.35 -0.03 -0.53
N -0.4367 -0.7287 1.8841 0.07 0.13 -0.05 -0.11
C -1.4674 -1.6119 2.1718 0.04 0.11 0.27 -0.11
C -2.0130 -1.7422 3.4412 0.19 0.19 -0.21 -0.27
C -3.0795 -2.6144 3.7057 -0.14 -0.22 -0.13 -0.68
C -3.6272 -3.3698 2.7058 -0.07 0.06 0.21 -0.83
C -3.1343 -3.2492 1.3872 0.13 0.18 -0.03 1.17
C -3.6802 -3.9818 0.3113 0.13 0.05 -0.18 -0.67
C -3.1807 -3.7916 -0.9456 -0.15 -0.28 0.08 -0.60
C -2.1066 -2.8997 -1.1229 0.22 0.33 0.08 -0.24
N -1.5578 -2.2234 -0.1459 0.04 -0.01 -0.18 -0.34
C -2.0610 -2.3602 1.1006 -0.14 -0.36 0.09 0.21
C 2.2047 0.5343 3.9877 0.05 0.06 -0.11 -0.90
H 4.4879 2.9202 3.2711 0.01 0.00 0.00 0.38
H 3.5584 2.5580 1.0117 0.01 -0.07 -0.05 0.39
H 0.5551 -1.2935 3.5825 -0.09 0.04 0.09 0.44
H -1.6279 -1.1232 4.2402 0.06 0.02 0.00 0.52
H -3.4713 -2.6883 4.7139 0.01 0.03 0.00 0.35
H -4.4589 -4.0379 2.9023 0.02 -0.02 -0.01 0.32
H -4.4791 -4.6890 0.5063 -0.05 0.04 -0.03 0.35
H -3.5707 -4.3287 -1.8010 -0.04 0.01 0.02 0.37
H -1.6926 -2.7303 -2.1118 -0.01 0.01 -0.03 0.46
H 1.8299 -0.0344 4.8321 0.00 0.01 0.02 0.30
Cl 5.5583 -0.3029 -4.9303 0.10 0.02 0.01 -0.29
C 3.8212 -0.2090 -4.6821 -0.05 0.01 -0.05 0.49
C 2.9954 -0.1742 -5.7928 -0.02 0.02 0.02 -0.57
C 1.6223 -0.1312 -5.5957 0.13 -0.06 0.02 -0.37
C 1.0869 -0.1059 -4.3137 -0.18 0.09 0.00 0.20
C 1.9413 -0.1098 -3.2174 0.02 0.10 -0.13 0.18
C 3.3169 -0.1677 -3.3959 0.01 -0.05 0.07 -0.87
C -0.4315 -0.0100 -4.1397 -0.12 0.04 0.19 0.16
O -1.1262 -0.6600 -4.9450 0.07 0.02 -0.11 -0.77
O -0.8214 0.7321 -3.2039 -0.06 -0.28 -0.04 -0.63
H 3.4261 -0.1687 -6.7860 -0.01 -0.04 0.00 0.38
H 0.9445 -0.1093 -6.4395 -0.02 -0.05 0.01 0.39
H 1.5346 -0.0336 -2.2183 0.05 -0.03 0.04 0.22
H 3.9838 -0.1577 -2.5444 -0.01 -0.02 0.01 0.46
C 1.5294 3.0614 -2.0296 -0.64 -0.41 0.47 -1.19
H 2.4482 2.6181 -1.6352 0.06 0.09 -0.05 0.16
H 1.4562 4.1186 -1.7444 0.06 0.01 -0.01 0.31
H 1.4786 2.9531 -3.1163 -0.02 0.01 0.00 0.23
```
Positions in Å, forces in eV/Å.

Computed properties:
ΔE to the lowest compared entry with this formula, charge and spin in kcal per mole: 0.0
E_HOMO in eV: -0.15
LUMO in eV: 4.25
Total charge: -2
Spin multiplicity: 1
Frontier orbital gap in eV: 4.4

---

no.,maximum force (hartree/bohr),total energy (a.u.)
1,0.0990,-799.24859
2,0.0598,-7770.70900
3,0.0196,-2352.89865